# 1
The following is a quantum chemistry calculation of a molecular structure, C2H3AuO2P in a non-equilibrium geometry, from the OMol25 dataset.

```
9
Properties=species:S:1:pos:R:3:forces:R:3
O -1.356 2.937 0.703 1.932 2.945 -0.271
C -1.177 2.544 -0.408 -2.065 -1.451 -0.568
H -1.409 2.341 -1.742 1.377 2.352 1.335
P -2.212 1.147 -0.451 -1.261 -3.231 -0.656
C 1.648 -2.205 0.526 1.033 0.116 -0.960
O 0.591 -1.623 0.704 4.716 -5.246 3.429
Au -0.410 -0.385 -0.010 -5.754 5.417 -3.169
H 2.579 -1.806 0.958 0.232 -0.189 0.865
H 1.748 -2.950 -0.280 -0.210 -0.714 -0.005
```
Positions in Å, forces in eV/Å.

Summary:
Kohn-Sham gap (alpha / beta) = 0.2628 / 0.2330 Eh
ΔE to the lowest compared entry with this formula, charge and spin = 99.7 kcal per mole
multiplicity = 3
calculated total energy = -703.76245 Eh
net charge = +3

***

# 2
The following is a quantum chemistry calculation of a molecular structure, C2H3B3CdF4O3, from the OMol25 dataset.

```
16
Properties=species:S:1:pos:R:3:forces:R:3
F 2.507 -0.695 1.211 -0.400 0.446 -0.045
C 1.949 0.277 0.274 0.306 0.018 0.197
F 3.144 0.645 -0.409 -0.321 -0.435 0.478
C 0.950 -0.449 -0.676 0.107 0.188 -0.041
F 1.235 -1.773 -0.574 0.208 -0.144 -0.045
F 1.323 -0.044 -1.910 -0.129 0.023 -0.140
B -0.609 -0.085 -0.361 -0.176 0.067 -0.101
O -1.561 -0.946 -0.738 0.098 -0.282 0.188
B -2.841 -0.783 -0.175 -0.075 0.238 0.062
O -3.073 0.395 0.495 0.044 0.115 -0.152
B -2.167 1.411 0.603 -0.091 -0.291 -0.050
O -0.821 1.088 0.280 0.116 0.069 0.086
H 1.597 1.116 0.875 0.060 0.023 -0.159
H -3.646 -1.635 -0.258 0.007 0.001 -0.053
H -2.448 2.504 0.932 0.043 -0.010 0.082
Cd 4.458 -1.026 0.429 0.201 -0.028 -0.305
```
Positions in Å, forces in eV/Å.

Summary:
Kohn-Sham gap = 0.1446 Eh
calculated total energy = -944.93826 Eh
net charge = +2